Density functional theory data (ωB97M-V/def2-TZVPD) for C18H20I2NO4STeZn as an isolated structure.

```
48
Properties=species:S:1:pos:R:3:nbo_charge:R:1
Zn -2.715 0.269 -0.902 1.54
C -0.923 1.695 7.008 -0.63
C -1.101 1.201 5.595 -0.02
C -2.352 0.804 5.136 -0.22
C -2.522 0.328 3.843 -0.17
C -1.427 0.244 3.001 -0.35
C -0.169 0.641 3.436 -0.12
C -0.015 1.119 4.726 -0.23
S -1.602 -0.436 1.372 2.29
O -0.921 -1.710 1.399 -0.96
O -1.005 0.575 0.468 -1.05
N -3.121 -0.457 1.003 -1.12
C -3.776 -1.767 0.935 -0.36
C -3.694 -2.392 -0.477 0.78
O -4.177 -3.497 -0.649 -0.67
O -3.109 -1.669 -1.377 -0.92
H -1.811 2.227 7.351 0.21
H -0.069 2.368 7.086 0.21
H -0.752 0.860 7.691 0.22
H -3.208 0.878 5.797 0.21
H -3.497 0.040 3.473 0.24
H 0.674 0.580 2.760 0.22
H 0.964 1.439 5.066 0.20
H -4.830 -1.647 1.183 0.21
H -3.340 -2.487 1.629 0.22
I -3.842 2.200 -1.894 -0.62
I -5.339 4.674 -3.462 -0.14
C 5.436 0.298 -4.442 -0.62
C 4.055 0.008 -3.911 -0.02
C 3.063 -0.519 -4.730 -0.22
C 1.794 -0.817 -4.244 -0.07
C 0.755 -1.375 -5.183 -0.64
C 1.507 -0.586 -2.891 -0.21
Te -0.381 -1.256 -2.146 0.37
C 2.478 -0.027 -2.062 -0.06
C 2.206 0.284 -0.609 -0.64
C 3.736 0.258 -2.585 -0.22
H 5.510 0.043 -5.500 0.21
H 6.190 -0.280 -3.902 0.21
H 5.690 1.354 -4.329 0.21
H 3.280 -0.708 -5.777 0.20
H 1.151 -1.463 -6.194 0.21
H -0.128 -0.731 -5.215 0.23
H 0.420 -2.367 -4.862 0.23
H 1.167 0.097 -0.334 0.24
H 2.419 1.334 -0.400 0.22
H 2.843 -0.318 0.042 0.21
H 4.487 0.689 -1.928 0.20
```

As for the HOMO-LUMO gap (alpha / beta): 6.1 / 5.3 eV. Its maximum force is 0.0186 hartree/bohr. For the relative energy (zero: lowest compared OMol25 entry of this formula, charge and spin), the calculation gives 0.0 kcal per mole. As for the LUMO energy (alpha / beta): 0.930 / -0.194 eV. Its charge is -1.


Density functional theory data (ωB97M-V/def2-TZVPD) for C35H32N5RuSb as an isolated structure at a distorted geometry.

```
74
Properties=species:S:1:pos:R:3:lowdin_charge:R:1
Ru 0.432 -0.465 -0.470 0.97
C 0.823 -2.462 1.973 -0.08
N 0.845 -0.987 1.856 -0.09
C 2.176 -0.461 2.194 -0.10
C 3.023 -0.623 0.971 -0.30
N 2.541 -0.373 -0.236 0.05
C 3.616 -0.549 -1.122 -0.19
C 3.722 -0.329 -2.494 -0.02
C 4.948 -0.562 -3.082 -0.05
C 6.056 -0.988 -2.332 -0.05
C 5.977 -1.169 -0.968 0.01
C 4.738 -0.928 -0.386 -0.17
N 4.316 -0.967 0.941 0.20
C 0.020 -3.051 0.865 -0.29
N -0.084 -2.452 -0.299 0.04
C -0.864 -3.287 -1.107 -0.20
C -1.281 -3.158 -2.430 -0.02
C -2.045 -4.177 -2.955 -0.05
C -2.397 -5.302 -2.188 -0.05
C -1.985 -5.443 -0.880 0.01
C -1.207 -4.413 -0.362 -0.17
N -0.634 -4.225 0.891 0.20
H 1.848 -2.823 1.851 0.14
H 0.481 -2.794 2.955 0.14
H 0.150 -0.574 2.468 0.11
H 2.074 0.601 2.418 0.10
H 2.625 -0.948 3.063 0.14
H 2.891 0.037 -3.079 0.10
H 5.066 -0.400 -4.144 0.12
H 6.998 -1.158 -2.835 0.12
H 6.837 -1.470 -0.385 0.12
H 4.896 -1.152 1.745 0.18
H -1.017 -2.294 -3.024 0.10
H -2.382 -4.117 -3.981 0.12
H -3.000 -6.077 -2.639 0.12
H -2.249 -6.313 -0.295 0.12
H -0.669 -4.868 1.666 0.18
C -3.499 5.814 -0.826 -0.05
C -2.134 6.031 -0.951 -0.06
C -1.251 4.966 -0.852 -0.13
C -1.744 3.685 -0.617 -0.38
C -3.112 3.461 -0.500 -0.12
C -3.985 4.536 -0.601 -0.06
Sb -0.360 2.121 -0.319 1.55
C -1.762 0.485 -0.230 -0.49
C -2.216 -0.164 0.932 -0.13
C -3.217 -1.118 0.878 -0.05
C -3.804 -1.432 -0.343 -0.04
C -3.398 -0.792 -1.505 -0.06
C -2.382 0.150 -1.448 -0.15
C 0.038 2.540 1.718 -0.41
C -0.958 2.627 2.691 -0.12
C -0.635 2.983 3.992 -0.06
C 0.679 3.294 4.324 -0.06
C 1.671 3.245 3.356 -0.08
C 1.353 2.858 2.059 -0.18
H -4.186 6.646 -0.907 0.12
H -1.755 7.028 -1.130 0.12
H -0.188 5.149 -0.952 0.10
H -3.507 2.469 -0.324 0.09
H -5.050 4.369 -0.504 0.12
H -1.804 0.119 1.895 0.08
H -3.558 -1.602 1.784 0.12
H -4.592 -2.173 -0.386 0.12
H -3.872 -1.026 -2.448 0.12
H -2.092 0.663 -2.360 0.10
H -1.997 2.449 2.432 0.10
H -1.411 3.046 4.743 0.12
H 0.923 3.595 5.334 0.12
H 2.687 3.521 3.606 0.11
H 2.139 2.819 1.310 0.10
C 0.537 -0.492 -2.271 -0.17
H -0.010 0.107 -3.006 0.02
H 1.168 -1.255 -2.740 0.03
```

As for the HOMO-LUMO gap: 7.2 eV. Its maximum force is 0.0228 hartree/bohr. For the relative energy (zero: lowest compared OMol25 entry of this formula, charge and spin), the calculation gives 13.8 kcal per mole. As for the LUMO energy: -6.384 eV. Its charge is +2.